Run P
This record from the OMol25 dataset describes C4H6F2 in the gas phase. The level of theory is ωB97M-V/def2-TZVPD.

Values from the calculation:
LUMO energy	1.0	eV
SMILES	C/C(F)=C(\C)F

The geometry in ORCA input format:
```
! wB97M-V def2-TZVPD RIJCOSX def2/J DEFGRID3
* xyz 0 1
C -1.61595 0.37868 -0.08860
C -0.63531 -0.85346 -0.01953
C 0.71098 -0.77838 -0.02365
C 1.49105 0.55213 0.10508
H -2.34827 0.31734 -0.90925
H -2.14789 0.44845 0.86101
H -0.95534 1.31255 -0.22120
H 2.46238 0.21753 -0.09629
H 1.50892 1.00077 1.05343
H 1.20900 1.28135 -0.66683
F -1.19330 -2.02429 0.11901
F 1.51374 -1.85267 -0.11319
*
```

Run Q
This record from the OMol25 dataset describes C4H6F2 in the gas phase. The level of theory is ωB97M-V/def2-TZVPD.

Values from the calculation:
LUMO energy	1.0	eV
SMILES	C[C@H]1[C@@H](F)[C@H]1F

The geometry in ORCA input format:
```
! wB97M-V def2-TZVPD RIJCOSX def2/J DEFGRID3
* xyz 0 1
C 1.49632 -0.68588 -0.32324
C 0.64784 -0.21804 0.81913
C -0.83517 -0.36156 0.59770
C -0.19376 0.97526 0.49666
H 1.91228 -1.72681 -0.20392
H 2.27291 0.05350 -0.44859
H 0.92505 -0.80905 -1.25724
H 1.03444 -0.39374 1.83939
H -1.55382 -0.56290 1.34217
H -0.32673 1.81012 1.14805
F -1.22300 -0.93694 -0.58682
F 0.00572 1.31141 -0.74222
*
```

Which one sits at the top of the stability order? run P does.

Run P
This record from the OMol25 dataset describes C10H15N5O4 in the gas phase. The level of theory is ωB97M-V/def2-TZVPD.

Values from the calculation:
LUMO energy	0.4	eV
SMILES	NC(=O)C[C@H](NC(=O)[C@@H](N)Cc1c[nH]cn1)C(=O)O

The geometry in ORCA input format:
```
! wB97M-V def2-TZVPD RIJCOSX def2/J DEFGRID3
* xyz 0 1
C 1.05651 -0.28169 -0.22433
C -0.25767 -0.97438 0.30442
C 2.27178 -0.76119 0.63327
C 3.55103 -0.28234 0.10657
C 4.67391 -1.03356 -0.28374
C 5.12646 1.14183 -0.24163
C -2.71915 -0.66763 0.22810
C -3.06534 -2.11268 -0.30443
C -3.70880 0.37689 -0.41793
C -3.64283 1.78214 0.08025
H 0.99216 1.49046 0.70864
H 1.58138 1.59949 -0.84837
H 1.25461 -0.63667 -1.23042
H 2.03712 -1.79072 0.82766
H 2.19364 -0.14095 1.60186
H 4.74569 -2.08756 -0.14367
H 5.75722 2.05728 -0.22667
H 6.51922 -0.48269 -0.82409
H -1.11923 0.52150 -0.68532
H -2.82598 -0.60399 1.34902
H -3.60038 0.54006 -1.51304
H -4.61351 -0.23828 -0.36698
H -5.12002 3.18463 -0.12327
H -4.72641 2.70115 1.37164
H -1.49596 -2.67944 0.54072
N 0.85783 1.12888 -0.27318
N 3.88773 1.10090 0.19631
N 5.64058 -0.11707 -0.54301
N -1.31939 -0.38317 -0.16702
N -4.87231 2.37076 0.38728
O -0.25733 -1.73973 1.27715
O -4.03879 -2.31511 -0.99320
O -2.55690 2.36823 -0.21480
O -2.20686 -3.03535 0.01221
*
```

Run Q
This record from the OMol25 dataset describes C10H15N5O4 in the gas phase. The level of theory is ωB97M-V/def2-TZVPD.

Values from the calculation:
LUMO energy	0.4	eV
SMILES	NC(=O)C[C@H](NC(=O)[C@@H](N)Cc1c[nH]cn1)C(=O)O

The geometry in ORCA input format:
```
! wB97M-V def2-TZVPD RIJCOSX def2/J DEFGRID3
* xyz 0 1
C -0.79996 0.65700 -0.01725
C 0.39800 -0.16694 0.58458
C -1.93969 -0.19504 -0.19235
C -3.23315 0.62681 -0.75092
C -4.60468 0.39924 -0.48704
C -4.21996 2.74486 -1.08923
C 3.04983 0.21002 0.71147
C 3.36947 -0.45265 -0.73431
C 3.29147 -0.85513 1.82218
C 3.44284 -2.27781 1.27165
H -0.60054 1.23490 -2.05287
H -1.19024 2.22629 -1.13034
H -1.16218 1.28704 0.80821
H -2.05718 -0.88256 0.82168
H -1.79258 -1.04482 -1.01766
H -5.41807 -0.51528 -0.19457
H -4.56422 4.00600 -0.97857
H -6.27556 1.91805 -0.98104
H 1.75425 1.26681 -0.30430
H 3.65764 1.13717 0.88929
H 4.16233 -0.72884 2.48802
H 2.59318 -0.76484 2.59828
H 1.15388 -2.54286 1.14922
H 2.34703 -3.58092 0.47358
H 2.22836 -1.23637 -2.21870
N -0.39352 1.59667 -1.03667
N -3.02118 2.07044 -1.01350
N -5.22085 1.70606 -0.88505
N 1.60046 0.70088 0.60885
N 2.16219 -2.63812 0.78054
O 0.21608 -1.23833 1.28534
O 4.45305 -0.94616 -0.95763
O 4.43991 -3.14486 1.13523
O 2.17361 -0.57672 -1.38611
*
```

Run R
This record from the OMol25 dataset describes C10H15N5O4 in the gas phase. The level of theory is ωB97M-V/def2-TZVPD.

Values from the calculation:
LUMO energy	0.3	eV
SMILES	NC(=O)C[C@H](N)C(=O)N[C@@H](Cc1c[nH]cn1)C(=O)O

The geometry in ORCA input format:
```
! wB97M-V def2-TZVPD RIJCOSX def2/J DEFGRID3
* xyz 0 1
C 1.58148 1.24695 -0.07242
C 0.88406 0.18764 -0.89495
C 1.20959 2.66405 -0.53884
C 1.40574 3.06758 -1.99068
C -0.17203 -0.78660 1.12108
C 1.10453 -1.09001 1.88372
C -1.03716 -2.05676 1.39851
C -2.34217 -1.96867 0.58800
C -3.63784 -1.72855 1.00925
C -3.54150 -1.81810 -1.20171
H 3.10671 -0.00730 0.19835
H 3.67196 1.48720 0.37514
H 1.33701 1.15516 0.98640
H 0.09105 2.74742 -0.40176
H 1.78915 3.40056 0.10888
H 2.99010 1.86033 -2.39907
H 2.43718 2.92445 -3.67373
H -0.45710 -1.27386 -0.91104
H -0.58657 0.13206 1.64307
H -0.43520 -3.01358 1.09238
H -1.27707 -2.07748 2.46716
H -4.03982 -1.51171 2.01566
H -3.89770 -1.68393 -2.25955
H -5.43862 -1.51227 -0.21174
H 1.59972 -1.43272 3.72295
N 3.02060 0.93149 -0.25540
N 2.62429 2.81330 -2.66121
N 0.03312 -0.64952 -0.29387
N -2.28854 -1.88193 -0.83502
N -4.40121 -1.58785 -0.13478
O 1.13015 0.18005 -2.11523
O 0.45292 3.68157 -2.53720
O 2.25480 -1.26363 1.51806
O 0.82837 -1.13533 3.25957
*
```

Which one sits at the top of the stability order? run R does.

Run P
This record from the OMol25 dataset describes a molecular structure, C28H33BrGaN5OS2. The level of theory is ωB97M-V/def2-TZVPD.

Values from the calculation:
LUMO energy	-5.4	eV

The geometry in ORCA input format:
```
! wB97M-V def2-TZVPD RIJCOSX def2/J DEFGRID3
* xyz 2 1
Ga -0.32152 -0.86560 0.58403
C -0.98401 2.29556 3.40690
C -0.27999 1.36546 2.46642
N -0.96092 0.38684 1.94764
N -2.28806 0.25902 2.35255
C -2.84305 -0.83864 1.97830
S -2.09888 -2.10446 0.99280
S -4.50677 -1.19733 2.37944
C -4.69932 -0.33452 3.98566
C -3.98640 -1.02244 5.11279
C -2.75699 -0.55744 5.56507
C -2.08845 -1.20889 6.59365
C -2.64668 -2.33564 7.17794
C -3.87719 -2.80459 6.73394
C -4.54059 -2.15265 5.70702
C 1.16240 1.48260 2.17970
C 1.87081 2.57872 2.71734
C 3.23970 2.68383 2.66263
C 3.97328 1.65163 2.08385
C 3.32104 0.58152 1.51400
C 1.92458 0.49557 1.50428
O 1.42734 -0.55815 0.83077
H -1.31435 1.73362 4.28026
H -1.88823 2.67248 2.93033
H -0.37458 3.12085 3.74212
H -5.78057 -0.35215 4.12534
H -4.38612 0.69799 3.85456
H -2.33169 0.33430 5.12242
H -1.13784 -0.82991 6.94660
H -2.13407 -2.83887 7.98696
H -4.32315 -3.67614 7.19446
H -5.50112 -2.52236 5.36564
H 1.32970 3.37235 3.20460
H 3.73525 3.54055 3.09619
H 5.05554 1.68336 2.08662
H 3.87306 -0.24010 1.07771
C -1.66997 -4.39945 -3.46706
C -1.52367 -2.97055 -3.02448
C -2.26113 -1.93718 -3.59958
C -2.12323 -0.63161 -3.15473
C -1.23535 -0.41506 -2.12428
Br -0.97944 1.30230 -1.37604
N -0.53340 -1.37725 -1.52785
C -0.67693 -2.63232 -1.98341
H -1.85201 -4.46294 -4.53846
H -2.51691 -4.86443 -2.95976
H -0.78136 -4.98342 -3.23307
H -2.95941 -2.15617 -4.39878
H -2.68785 0.18224 -3.58546
H -0.10009 -3.39385 -1.47049
C 3.22738 0.11573 -4.76966
C 1.97076 -0.12479 -3.89586
N 2.29921 -0.02000 -2.47781
C 2.72274 1.34539 -2.17101
C 3.92562 1.75430 -3.05678
N 4.33505 0.53242 -3.83697
C 4.67044 -0.59286 -2.89168
C 3.36393 -0.95984 -2.14608
H 3.10222 0.91407 -5.49816
H 3.57040 -0.77897 -5.28549
H 1.56461 -1.11574 -4.09791
H 1.20016 0.60939 -4.13022
H 2.98731 1.40574 -1.11682
H 1.88624 2.01950 -2.34631
H 4.79305 2.07094 -2.48089
H 3.68651 2.52930 -3.78245
H 5.16081 0.75584 -4.38932
H 5.45402 -0.22531 -2.23175
H 5.06987 -1.40866 -3.49048
H 3.52132 -0.94572 -1.07138
H 3.04223 -1.96362 -2.42254
*
```

Run Q
This record from the OMol25 dataset describes a molecular structure, C28H33BrGaN5OS2. The level of theory is ωB97M-V/def2-TZVPD.

Values from the calculation:
LUMO energy	-6.3	eV

The geometry in ORCA input format:
```
! wB97M-V def2-TZVPD RIJCOSX def2/J DEFGRID3
* xyz 2 1
Ga 1.11507 0.40823 -0.11437
C -2.98238 2.05617 2.05940
C -2.17575 0.77903 1.97927
N -1.17090 0.71387 2.76259
N -0.56194 -0.45554 3.11104
C 0.48708 -1.01705 2.74572
S 1.75967 -1.05951 1.53810
S 1.19671 -2.42672 3.59547
C -0.04913 -3.67788 3.15933
C 0.14979 -4.21731 1.76601
C 1.33488 -4.85930 1.40440
C 1.46420 -5.43796 0.15133
C 0.40738 -5.37976 -0.75663
C -0.76298 -4.72228 -0.40988
C -0.88915 -4.13831 0.84823
C -2.67222 -0.24729 1.01179
C -3.95999 -0.77692 1.09119
C -4.41990 -1.66972 0.13561
C -3.58997 -2.02648 -0.92329
C -2.30979 -1.50255 -1.02429
C -1.84697 -0.62356 -0.05253
O -0.58237 -0.16050 -0.05415
H -2.41634 2.84177 2.56674
H -3.88394 1.86915 2.65252
H -3.32752 2.38025 1.07480
H -1.01994 -3.20272 3.28252
H 0.05845 -4.44696 3.92350
H 2.15696 -4.91652 2.11299
H 2.37973 -5.95816 -0.11098
H 0.49461 -5.86232 -1.72402
H -1.59053 -4.67709 -1.10952
H -1.81277 -3.63540 1.12019
H -4.60815 -0.48232 1.91111
H -5.42152 -2.07334 0.20673
H -3.94646 -2.71692 -1.67980
H -1.65578 -1.77316 -1.84498
C 2.18925 -3.11795 -4.09323
C 2.66041 -1.92949 -3.29432
C 3.98176 -1.49267 -3.30644
C 4.39539 -0.40352 -2.54414
C 3.44792 0.22062 -1.77226
Br 3.86942 1.75333 -0.71267
N 2.16665 -0.16421 -1.75788
C 1.78069 -1.22473 -2.50020
H 2.89286 -3.35949 -4.88707
H 1.21162 -2.93209 -4.53977
H 2.09568 -3.99397 -3.44795
H 4.70909 -2.01292 -3.92004
H 5.42006 -0.06033 -2.54461
H 0.73404 -1.50323 -2.43570
C 0.58755 4.88617 1.70226
C 1.00931 3.46349 1.26367
N 0.51641 3.17250 -0.09747
C 1.08865 4.12433 -1.06435
C 0.73222 5.57977 -0.66558
N -0.15989 5.51185 0.54962
C -1.40129 4.70841 0.23775
C -0.94859 3.27361 -0.11895
H 1.43915 5.52206 1.93111
H -0.07644 4.87754 2.56198
H 0.59910 2.72038 1.94775
H 2.09250 3.36379 1.27199
H 0.69381 3.89434 -2.05108
H 2.16642 3.99568 -1.09545
H 0.19158 6.10695 -1.44699
H 1.60836 6.16408 -0.39760
H -0.43589 6.45608 0.80831
H -1.91492 5.20247 -0.58247
H -2.04408 4.73561 1.11410
H -1.30648 2.99733 -1.10830
H -1.34044 2.55931 0.58984
*
```

Which one sits at the top of the stability order? run P does.